[1]
The following is a DFT calculation (wB97M-V/def2-TZVPD) of a cluster of 2 separate species, C3H7NOS in total.

Values from the calculation:
**Energy relative to the best compared isomer or geometry (same formula, charge and spin)**: 137.7 kcal/mol
**Highest occupied orbital energy**: -9.052 eV
**Total charge**: 0
**Gap between HOMO and LUMO**: 8.854 eV

Structure (XYZ):
```
13
Properties=species:S:1:pos:R:3:forces:R:3
S 2.725 -0.927 0.009 -3.1553 1.6720 2.8654
O -0.426 -0.319 -0.157 -1.2992 -1.1045 0.4392
N -1.791 -0.015 0.225 1.2983 0.5139 -0.3703
C 1.789 0.682 -0.484 -1.2593 0.2369 -0.0768
C -2.587 -0.891 -0.179 -1.8771 -2.2240 -2.2830
C 0.416 0.676 0.331 1.9429 0.6556 0.8529
H 2.304 1.784 -0.348 -0.9410 -3.1941 -0.3434
H 1.414 0.465 -1.545 1.0314 0.7431 1.2066
H -0.147 1.586 0.183 0.2995 0.7166 0.2533
H 1.568 -1.035 1.491 2.8037 -0.0977 -3.0838
H 0.733 0.540 1.445 -0.8843 0.2378 -1.5269
H -2.253 -1.883 -0.756 -0.5303 2.2657 1.3442
H -3.744 -0.664 -0.214 2.5708 -0.4213 0.7225
```
Positions in Å, forces in eV/Å.

[2]
The following is a DFT calculation (wB97M-V/def2-TZVPD) of the molecule C3H7NOS.

Values from the calculation:
**SMILES**: [H]/N=C(/OC)SC
**Energy relative to the best compared isomer or geometry (same formula, charge and spin)**: 44.6 kcal/mol
**Highest occupied orbital energy**: -8.965 eV
**Total charge**: 0
**Gap between HOMO and LUMO**: 9.751 eV

Structure (XYZ):
```
13
Properties=species:S:1:pos:R:3:forces:R:3
S -1.266 0.270 1.497 1.0129 0.2115 0.2025
O 0.429 -0.081 -0.457 0.1638 0.4917 1.1958
N -1.764 -0.230 -1.082 -2.8341 -0.6046 0.3119
C 0.799 -0.342 -1.754 1.7844 1.3959 -3.0454
C 0.444 0.416 2.259 0.1579 0.2746 -2.1868
C -0.878 -0.009 -0.226 -0.5878 -0.4321 1.6823
H 1.090 0.659 -2.305 -0.1787 -1.8065 1.1743
H -0.035 -0.686 -2.330 -0.3969 -0.5692 -0.2255
H -2.750 -0.356 -0.621 2.4797 0.6943 -1.1298
H 0.980 -0.550 1.982 -0.7641 0.9194 1.7340
H 0.284 0.889 3.274 0.6351 -1.2432 -1.0744
H 1.643 -1.074 -1.803 -0.6673 0.7544 0.2667
H 1.024 1.094 1.567 -0.8049 -0.0861 1.0944
```
Positions in Å, forces in eV/Å.